Record 1
Here is a single C10H11F2P molecule at a distorted geometry from the Open Molecules 2025 dataset. Energies are from ωB97M-V/def2-TZVPD.

**SMILES**: C=C(Cc1ccc(C)c(F)c1)PF

Atoms and positions in Å:
C -3.211 -0.940 1.758
C -2.462 -0.672 0.687
C -1.184 -1.498 0.513
C 0.114 -0.780 0.196
C 0.635 -0.884 -1.104
C 1.686 -0.084 -1.481
C 2.196 0.864 -0.660
C 3.285 1.733 -1.065
C 1.662 0.950 0.684
F 2.267 1.864 1.451
C 0.581 0.160 1.084
P -2.478 0.829 -0.485
F -2.918 -0.278 -1.652
H -2.738 -1.644 2.523
H -4.227 -0.827 2.255
H -1.397 -1.964 -0.511
H -0.918 -2.281 1.251
H 0.180 -1.531 -1.898
H 1.985 0.060 -2.514
H 4.165 1.066 -1.315
H 2.995 2.263 -2.036
H 3.513 2.531 -0.347
H 0.018 0.196 2.047
H -3.750 0.866 0.620

Atoms 1-6, force components in eV/Å:
C -0.346 -1.854 2.864
C 2.598 0.920 1.373
C 0.377 -1.145 -2.198
C -1.187 0.117 -1.531
C -0.647 -0.823 -0.269
C -0.494 0.578 -1.184


Record 2
Here is a 2-piece molecular cluster, C2H5NO4 overall from the Open Molecules 2025 dataset. Energies are from ωB97M-V/def2-TZVPD.

**SMILES**: NC(=O)O.O=CO

Atoms and positions in Å:
N 0.104 0.528 1.378
C 1.179 1.332 1.047
O 1.140 2.522 0.911
O 2.344 0.646 0.909
H 0.031 -0.343 0.874
H -0.770 1.032 1.354
H 2.242 -0.246 1.271
O -2.183 -0.537 -0.419
C -1.635 -0.963 -1.386
O -0.349 -1.361 -1.346
H -2.118 -1.089 -2.367
H 0.015 -1.523 -2.225

Atoms 1-6, force components in eV/Å:
N -0.008 0.156 -0.065
C -0.105 -0.121 -0.020
O 0.048 -0.010 0.053
O 0.027 -0.129 0.045
H 0.029 -0.052 0.059
H -0.002 0.004 0.010


Record 3
Here is C46H58N4O3P4Ti as an isolated structure at a distorted geometry from the Open Molecules 2025 dataset. Energies are from ωB97M-V/def2-TZVPD.

**Charge**: +2

Atoms and positions in Å:
Ti -0.927 0.613 -0.612
C 1.366 3.724 0.993
C 0.137 2.911 0.785
O 0.233 1.822 0.062
C -1.098 3.372 1.188
C -2.275 3.040 0.485
C -3.483 3.912 0.606
N -2.238 2.070 -0.427
N -3.062 2.229 -1.541
C -2.441 1.738 -2.564
O -1.290 1.087 -2.375
C -2.926 1.950 -3.934
C -2.102 1.631 -5.010
C -2.532 1.860 -6.307
C -3.789 2.403 -6.532
C -4.618 2.715 -5.460
C -4.190 2.495 -4.163
H 2.254 3.158 0.726
H 1.304 4.609 0.354
H 1.443 4.063 2.024
H -1.137 4.219 1.859
H -3.573 4.283 1.626
H -3.379 4.773 -0.058
H -4.383 3.379 0.309
H -1.117 1.222 -4.817
H -1.891 1.617 -7.144
H -4.125 2.593 -7.543
H -5.600 3.134 -5.640
H -4.818 2.750 -3.318
C -1.332 -1.570 2.696
P -2.009 -0.206 1.689
C -2.392 1.032 2.981
C -3.735 -0.833 1.353
C -4.192 -0.630 -0.090
P -2.827 -1.124 -1.204
C -3.682 -1.281 -2.807
C -2.592 -2.871 -0.702
H -2.138 -2.023 3.273
H -0.581 -1.172 3.374
H -0.844 -2.322 2.076
H -2.761 0.494 3.855
H -3.168 1.710 2.628
H -1.511 1.609 3.257
H -4.411 -0.333 2.043
H -3.756 -1.894 1.597
H -4.419 0.417 -0.289
H -5.088 -1.211 -0.310
H -4.338 -2.150 -2.763
H -2.965 -1.412 -3.619
H -4.272 -0.388 -3.010
H -3.563 -3.316 -0.482
H -1.947 -2.946 0.172
H -2.135 -3.443 -1.510
C 3.361 -0.043 1.192
C 3.277 -0.966 -0.054
P 2.773 -2.696 0.397
C 2.409 -3.451 -1.251
C 3.185 -3.230 -2.391
C 2.908 -3.896 -3.578
C 1.863 -4.814 -3.639
C 1.087 -5.050 -2.511
C 1.353 -4.360 -1.329
C 4.385 -3.517 0.699
C 4.360 -4.903 0.867
C 5.534 -5.611 1.073
C 6.750 -4.940 1.121
C 6.781 -3.561 0.986
C 5.602 -2.850 0.783
P 1.908 -0.231 2.355
C 2.050 1.291 3.395
C 3.098 2.207 3.354
C 3.148 3.273 4.247
C 2.150 3.440 5.196
C 1.103 2.527 5.259
C 1.059 1.465 4.367
C 2.653 -1.407 3.580
C 3.852 -1.124 4.232
C 4.382 -2.017 5.152
C 3.716 -3.200 5.443
C 2.518 -3.490 4.806
C 1.994 -2.598 3.879
H 3.395 0.997 0.863
H 4.264 -0.278 1.752
H 4.219 -0.938 -0.603
H 2.479 -0.613 -0.704
H 4.041 -2.563 -2.338
H 3.533 -3.730 -4.448
H 1.677 -5.368 -4.552
H 0.297 -5.792 -2.542
H 0.762 -4.562 -0.440
H 3.415 -5.434 0.824
H 5.500 -6.685 1.202
H 7.669 -5.492 1.273
H 7.725 -3.033 1.037
H 5.658 -1.771 0.700
H 3.901 2.095 2.634
H 3.979 3.966 4.208
H 2.196 4.262 5.899
H 0.335 2.631 6.017
H 0.265 0.731 4.455
H 4.376 -0.195 4.042
H 5.317 -1.785 5.647
H 4.125 -3.892 6.168
H 1.992 -4.411 5.024
H 1.073 -2.845 3.363
C 1.870 1.047 -2.924
N 1.240 -0.199 -3.348
C 0.464 -0.986 -2.620
N -0.082 -2.054 -3.200
O 0.212 -0.761 -1.377
H 1.632 1.835 -3.634
H 2.950 0.921 -2.877
H 1.514 1.337 -1.947
H 1.376 -0.456 -4.312
H 0.202 -2.321 -4.128
H -0.334 -2.815 -2.591

Atoms 1-6, force components in eV/Å:
Ti 0.065 -1.964 0.068
C 0.121 -0.128 -0.001
C -0.119 0.159 0.060
O 0.810 1.201 0.822
C -0.149 -0.136 -0.007
C 0.090 0.056 -0.244


no.,orbital gap (eV)
1,8.942
2,10.345
3,6.167